Entry 1:
{"formula": "C2H5N3OS", "method": "ωB97M-V/def2-TZVPD", "max_force_ev_per_a": 6.472, "smiles": "N/N=C\\ONC=S", "total_energy_ha": -716.673988, "e_homo_ev": -9.135, "gap_ev": 9.157, "relative_energy_kj_mol": 700.3, "species": ["S", "O", "N", "N", "N", "C", "C", "H", "H", "H", "H", "H"], "coordinates": [[3.183454, 0.042287, -0.157989], [-0.336718, -1.246525, 0.610482], [-1.894334, 0.426492, -0.462276], [0.742958, -0.833242, -0.277170], [-0.792834, 1.384615, 0.259901], [-1.588704, -0.805243, -0.154724], [1.746861, -0.111749, 0.351838], [-0.952325, 2.316412, 0.021824], [-2.364229, -1.681644, -0.352337], [0.781706, -1.264264, -1.131909], [1.131104, 0.604196, 1.166072], [0.343056, 1.168664, 0.126283]], "forces_ev_per_angstrom": [[3.871, 0.416, -1.106], [-1.665, 1.407, -3.584], [4.365, -0.876, 2.643], [-0.078, 1.297, 4.658], [1.356, -3.686, -0.538], [-0.647, 0.456, 0.604], [-6.203, 0.721, 1.698], [-0.831, 1.498, -1.047], [2.012, 1.968, 0.402], [0.370, -1.642, -2.167], [2.308, -2.331, -1.033], [-4.859, 0.771, -0.529]]}

Entry 2:
{"formula": "C9H13N", "method": "ωB97M-V/def2-TZVPD", "max_force_ev_per_a": 5.537, "smiles": "C/C(=C/C=C\\C#N)C(C)C", "total_energy_ha": -405.359178, "e_homo_ev": -8.864, "gap_ev": 9.039, "relative_energy_kj_mol": 182.3, "species": ["N", "C", "C", "C", "C", "C", "C", "C", "C", "C", "H", "H", "H", "H", "H", "H", "H", "H", "H", "H", "H", "H", "H"], "coordinates": [[2.335063, 1.650955, -0.537630], [2.414009, 0.746397, 0.157447], [-0.496111, 0.379670, 0.561019], [-1.746624, -0.313186, 1.184840], [-0.107472, -0.490054, -0.642442], [0.791985, -1.477169, -0.654862], [-0.897954, -0.158554, -1.921622], [1.798801, -1.622532, 0.369462], [-0.946997, 1.867287, 0.365065], [2.416757, -0.502666, 0.819790], [-1.343131, -0.852043, 1.936684], [0.430992, 0.296040, 1.127933], [-2.201740, -0.972646, 0.330239], [-1.621040, 1.835497, -0.435816], [0.972419, -2.266409, -1.522407], [3.150314, -0.385987, 1.740257], [-1.893318, -0.245693, -1.654544], [1.851364, -2.683326, 0.664046], [-2.445627, 0.407665, 1.591188], [-1.224849, 2.417004, 1.219507], [-0.008201, 2.374870, -0.078592], [-0.516659, 0.890580, -1.969559], [-0.711989, -0.895703, -2.650008]], "forces_ev_per_angstrom": [[0.280, 1.141, -0.271], [-0.768, -0.820, -0.725], [-0.530, 0.184, 0.272], [-0.318, 0.330, -3.705], [-1.185, 0.481, -1.753], [0.896, -1.149, -1.688], [2.430, 0.557, 2.767], [-0.375, 0.428, 0.358], [4.895, -0.932, -2.414], [2.775, -0.988, 2.835], [0.574, -2.469, 2.521], [-1.054, 0.433, 1.024], [0.384, 1.067, 2.065], [-1.591, 0.496, -0.733], [-0.965, 1.962, 1.506], [-1.532, -1.094, -1.839], [-2.339, 0.548, 0.189], [0.868, 0.875, 0.766], [-0.241, -0.015, -0.159], [-0.597, 0.116, 1.082], [-1.484, -0.239, 0.678], [-0.768, -0.718, -1.399], [0.644, -0.195, -1.378]]}

Entry 3:
{"formula": "C33H44BF2HfN3O3SiTe", "method": "ωB97M-V/def2-TZVPD", "max_force_ev_per_a": 1.495, "total_energy_ha": -2504.213091, "e_homo_ev": -5.892, "gap_ev": 5.911, "relative_energy_kj_mol": 178.5, "species": ["Hf", "Te", "Si", "F", "F", "O", "O", "O", "N", "N", "N", "C", "C", "C", "C", "C", "C", "C", "C", "C", "C", "C", "C", "C", "C", "C", "C", "C", "C", "C", "C", "C", "C", "C", "C", "C", "C", "C", "C", "C", "C", "C", "C", "C", "B", "H", "H", "H", "H", "H", "H", "H", "H", "H", "H", "H", "H", "H", "H", "H", "H", "H", "H", "H", "H", "H", "H", "H", "H", "H", "H", "H", "H", "H", "H", "H", "H", "H", "H", "H", "H", "H", "H", "H", "H", "H", "H", "H", "H"], "coordinates": [[-0.566174, 0.328533, -0.504285], [-1.905144, -1.701731, 1.496965], [1.510382, 1.178601, -1.968863], [1.905755, -2.922899, 1.163092], [3.225908, -1.299687, 2.012122], [-2.485792, -0.554290, -1.497434], [0.936154, -0.857195, 1.574105], [-0.500075, -1.439625, -1.629316], [-1.715055, 1.991300, -1.071369], [0.064694, 1.165776, 2.397780], [-0.497994, 1.453541, 1.219833], [3.985306, 0.116689, -3.129428], [-3.345531, 4.246883, -1.412803], [2.626397, -1.405979, -1.742682], [-1.256303, -3.664355, 0.863369], [3.951931, 0.387205, -0.646657], [-1.699626, -1.350246, -2.064853], [-4.792871, -6.083561, 0.707228], [3.274584, 3.421133, -2.522002], [0.858536, 3.931140, -2.311562], [1.995337, 3.059881, -1.760486], [-3.077672, 3.351044, -2.503244], [0.750523, 0.133777, 2.632879], [-2.140728, -2.157901, -3.249888], [-3.745626, -3.914739, 0.809323], [-2.490583, -4.521095, 0.818280], [-3.543649, -6.687458, 0.720495], [0.964501, 1.023021, -3.812302], [-1.578560, 3.414290, 2.441501], [1.414290, -1.528795, 4.389992], [2.171914, 3.400173, -0.274353], [-1.335432, 2.600645, 1.197216], [-1.943860, 2.872434, 0.009155], [1.916169, -0.789148, 6.620716], [1.351998, 0.812676, 4.918084], [1.202651, -0.212178, 3.975118], [-2.293119, 2.274533, -2.275358], [-2.804260, 4.010322, -0.200310], [-4.890548, -4.702611, 0.748801], [-2.399224, -5.908698, 0.772521], [1.772140, -1.811277, 5.696864], [3.105640, 0.043576, -1.877828], [-3.842150, -2.414956, 0.861149], [1.702430, 0.524683, 6.221690], [2.025749, -1.667432, 1.591231], [4.145912, 2.899955, -2.123162], [1.104799, 4.990419, -2.176464], [-3.984125, 5.106393, -1.570175], [-1.978634, -1.564941, -4.151995], [-5.863280, -4.224640, 0.739307], [4.370108, 1.123358, -3.298035], [1.989193, -1.533289, -0.866175], [-5.690191, -6.687550, 0.674025], [1.814798, 1.330483, 6.935331], [0.052678, 1.595957, -3.997919], [2.406685, 4.464396, -0.156075], [2.043137, -1.719663, -2.610292], [4.841135, -0.559234, -3.016329], [1.268487, -2.354710, 3.702300], [-1.280254, 4.455485, 2.301469], [-1.007576, 2.998494, 3.264407], [-3.458938, -7.766130, 0.696394], [4.724102, -0.374806, -0.488364], [3.479847, -2.086647, -1.640965], [-1.567466, -3.078022, -3.334338], [0.704074, 3.759132, -3.378970], [1.729906, 1.393093, -4.498077], [0.761558, -0.020592, -4.072141], [1.252967, 3.194094, 0.279763], [-0.781266, -3.586301, -0.115301], [1.930863, -2.839440, 5.995096], [2.983791, 2.826123, 0.178972], [3.183506, 3.177550, -3.583638], [-3.499583, 3.532192, -3.480417], [-0.516845, -4.045290, 1.563743], [-4.069327, -1.994167, -0.119076], [-0.079379, 3.739704, -1.789018], [3.341337, 0.435727, 0.260024], [-2.091196, 1.565794, -3.070568], [-3.204098, -2.370514, -3.167303], [3.431958, -0.189811, -4.019133], [1.195935, 1.832236, 4.595277], [-4.613152, -2.086581, 1.555269], [-2.636904, 3.399153, 2.714875], [-1.422792, -6.379019, 0.782772], [3.464486, 4.497303, -2.439650], [4.458364, 1.346551, -0.758599], [-2.989401, 4.668327, 0.636985], [2.191768, -1.016571, 7.641683]], "forces_ev_per_angstrom": [[-1.462, 0.156, -0.274], [-0.531, -0.745, 0.286], [1.113, 0.402, -0.803], [-0.192, 0.205, 0.003], [-0.284, 0.127, 0.001], [0.434, 0.087, -0.123], [-0.382, 0.998, 0.452], [0.404, -1.199, -0.676], [0.449, 0.035, 0.545], [0.167, 0.024, 0.776], [0.149, 0.057, 0.363], [-0.063, 0.081, 0.077], [0.059, 0.076, 0.351], [0.112, 0.149, -0.058], [0.166, 0.219, 0.006], [-0.090, -0.038, -0.091], [-0.479, -0.543, -0.456], [-0.041, 0.026, -0.006], [-0.092, -0.088, 0.058], [0.048, -0.111, 0.036], [-0.099, -0.173, 0.074], [0.167, -0.245, -0.042], [-0.342, -0.031, -0.996], [0.041, -0.016, 0.111], [0.126, -0.043, 0.053], [-0.136, 0.067, 0.035], [0.061, -0.042, -0.004], [-0.155, -0.053, 0.316], [0.076, -0.164, -0.260], [-0.108, 0.189, -0.290], [0.011, -0.065, -0.106], [-0.382, 0.638, 0.019], [0.417, -0.059, 0.660], [-0.011, -0.024, -0.069], [0.036, -0.042, -0.282], [0.177, -0.144, 0.665], [-0.377, 0.188, -0.479], [-0.210, 0.140, -0.271], [-0.027, -0.001, -0.014], [0.023, -0.018, -0.021], [0.038, -0.071, 0.118], [-0.166, 0.101, 0.046], [0.068, 0.259, -0.120], [0.023, -0.014, 0.098], [0.958, -0.717, -0.124], [0.010, 0.071, -0.043], [0.012, 0.011, 0.001], [0.008, 0.013, 0.020], [0.017, 0.015, 0.009], [-0.001, -0.022, 0.022], [0.023, -0.095, -0.046], [-0.059, -0.100, -0.011], [0.005, -0.001, -0.008], [0.002, 0.009, -0.015], [0.008, -0.017, -0.034], [0.010, 0.010, 0.011], [-0.051, -0.036, 0.043], [0.023, 0.002, -0.036], [-0.029, -0.063, 0.025], [0.018, 0.004, 0.053], [0.001, 0.064, 0.098], [-0.010, 0.004, -0.001], [-0.001, -0.013, 0.017], [0.003, -0.009, 0.010], [0.034, 0.026, 0.026], [-0.043, 0.039, 0.007], [0.027, 0.028, 0.039], [0.023, -0.002, -0.004], [0.029, 0.036, 0.046], [0.000, 0.090, 0.017], [-0.010, 0.005, -0.007], [-0.043, 0.049, 0.042], [0.060, 0.035, -0.006], [0.031, -0.079, -0.027], [-0.018, 0.028, 0.033], [0.078, 0.060, 0.032], [-0.008, 0.049, -0.048], [0.069, 0.052, 0.004], [0.010, 0.008, 0.011], [-0.006, 0.013, -0.022], [0.045, -0.006, -0.018], [-0.019, 0.024, 0.038], [0.089, 0.040, 0.069], [0.021, 0.036, 0.058], [-0.011, -0.003, 0.009], [0.001, 0.015, -0.013], [-0.025, -0.008, 0.049], [-0.024, 0.022, -0.035], [0.006, 0.021, 0.003]]}

Entry 4:
{"formula": "CH4N2P2", "method": "ωB97M-V/def2-TZVPD", "max_force_ev_per_a": 0.872, "smiles": "N=C=[PH]=PN", "total_energy_ha": -832.609970, "e_homo_ev": [-7.424, -6.926], "gap_ev": [7.450, 6.179], "relative_energy_kj_mol": 196.6, "species": ["P", "P", "N", "N", "C", "H", "H", "H", "H"], "coordinates": [[0.386348, 1.147831, -1.416967], [0.949389, 1.059693, 0.590672], [-2.395095, 1.260554, -0.770945], [1.252026, -0.624255, 0.728194], [-1.386126, 0.782520, -1.205055], [1.693311, -0.859201, 1.607784], [0.446404, -1.227270, 0.595550], [-2.710737, 2.045507, -0.229175], [0.726135, -0.142331, -1.843067]], "forces_ev_per_angstrom": [[0.564, 0.270, -0.394], [0.392, 0.216, 0.294], [-0.521, -0.594, -0.203], [-0.103, -0.201, 0.286], [-0.810, 0.303, 0.110], [-0.012, -0.034, 0.050], [0.096, -0.018, -0.156], [0.232, 0.250, 0.121], [0.161, -0.192, -0.110]]}

Entry 5:
{"formula": "C9H20N5", "method": "ωB97M-V/def2-TZVPD", "max_force_ev_per_a": 6.375, "smiles": "CC(C)(C)/N=N/N(N=C=[NH2+])C(C)(C)C", "total_energy_ha": -628.290787, "e_homo_ev": -13.201, "gap_ev": 9.430, "charge": 1, "relative_energy_kj_mol": 483.8, "species": ["N", "N", "N", "N", "N", "C", "C", "C", "C", "C", "C", "C", "C", "C", "H", "H", "H", "H", "H", "H", "H", "H", "H", "H", "H", "H", "H", "H", "H", "H", "H", "H", "H", "H"], "coordinates": [[0.525562, 3.400190, 0.384690], [0.029829, -0.366304, 0.062028], [-1.143177, 1.575275, 0.431564], [1.133621, 0.267599, 0.110301], [-1.077864, 0.190740, 0.413185], [3.104677, 0.985718, -0.974935], [-0.200223, 2.336993, 0.424158], [-2.322396, -1.873751, 0.967131], [3.091488, -0.774680, 0.887628], [-3.547241, 0.414158, 0.885692], [2.374822, -0.226210, -0.327867], [2.194056, -1.415234, -1.341868], [-2.436068, -0.509409, 0.305483], [-2.604983, -0.748612, -1.177157], [-4.507637, -0.096057, 0.760563], [-3.551961, 1.368322, 0.376454], [-3.409936, 0.533399, 1.952523], [-1.811414, -2.585727, 0.455604], [2.540921, -1.634508, 1.404983], [4.190009, -1.036456, 0.703459], [-3.580439, -1.444987, -1.352750], [3.115470, -0.076685, 1.760031], [-3.362421, -2.213496, 1.202337], [2.284726, 1.717104, -1.090366], [-1.758911, -1.180409, -1.772494], [3.821592, 0.671043, -1.760033], [3.078294, -1.953049, -1.134562], [1.250614, -1.864465, -1.021919], [-2.995485, 0.225087, -1.620233], [2.096949, -0.900385, -2.333620], [0.471764, 4.019558, 1.111166], [3.721022, 1.464116, -0.249322], [-1.817223, -1.881336, 1.933446], [1.101957, 3.612462, -0.375290]], "forces_ev_per_angstrom": [[-1.235, -1.961, -0.409], [3.965, -0.912, -0.222], [1.470, 0.262, 0.108], [-5.970, 1.967, 1.061], [-1.173, 2.241, 0.935], [-0.365, -0.600, 0.866], [-0.101, -1.729, -0.740], [-2.237, 1.629, 3.033], [0.979, -0.654, 2.578], [0.775, -1.215, -0.209], [1.244, -1.722, -1.146], [-1.113, 3.015, 0.366], [0.858, -0.638, -0.660], [-3.714, -0.074, -2.043], [0.202, 0.114, -0.206], [-0.167, 0.129, -0.011], [0.129, 0.220, 0.252], [1.235, -1.920, -2.159], [0.766, 0.650, -1.320], [-1.658, 0.151, -0.015], [2.419, 1.325, 0.505], [0.064, 0.119, -0.894], [0.835, 0.056, -0.454], [0.744, -0.232, -1.400], [-0.671, 0.461, 0.920], [-1.113, 0.503, -0.127], [0.656, -1.268, -0.790], [0.530, -0.678, -0.490], [0.939, -1.050, 0.066], [0.207, -1.206, 0.563], [0.100, 1.907, 2.329], [0.623, 0.287, 0.879], [-0.058, 0.555, 0.238], [0.834, 0.266, -1.404]]}